A 2-piece molecular cluster, C2H6O2S2 overall. Source: the Open Molecules 2025 dataset; level of theory: ωB97M-V/def2-TZVPD.

Its HOMO-LUMO gap is 8.54 eV. The energy relative to the best compared isomer or geometry (same formula, charge and spin) is 10.9 kcal per mole. The structure (SMILES) is O=CO.CSS. For the HOMO energy, the calculation gives -0.2996 Ha. The LUMO energy is 0.4 eV. As for the total charge: 0.

Last columns: bonded neighbours and bond lengths (Å).
Cartesian coordinates (Å):
1 O 3.261 1.665 -2.093  C2 1.199
2 C 2.749 1.479 -1.025  O1 1.199, O3 1.331, H4 1.090
3 O 1.452 1.656 -0.783  C2 1.331, H5 0.973
4 H 3.280 1.116 -0.145  C2 1.090
5 H 1.081 1.936 -1.637  O3 0.973
6 C -0.792 -0.598 1.036  S7 1.810, H9 1.083, H10 1.084, H11 1.089
7 S -1.711 -1.571 -0.183  C6 1.810, S8 2.090
8 S -3.398 -1.977 0.981  S7 2.090, H12 1.339
9 H -0.666 0.414 0.671  C6 1.083
10 H 0.157 -1.096 1.198  C6 1.084
11 H -1.286 -0.551 2.006  C6 1.089
12 H -4.127 -2.473 -0.027  S8 1.339